(1)
Computed, not measured: a cluster of 14 separate species, C50H112O18 in total in a non-equilibrium geometry, with wB97M-V/def2-TZVPD.

Output
net charge: 0
maximum force: 3.0 eV/Å
E: -90507.176 eV
Kohn-Sham gap: 9.5 eV
HOMO energy: -9.2161 eV
multiplicity: 1

```
180
Properties=species:S:1:pos:R:3:mulliken_charge:R:1
C 0.8967 -18.4874 8.6683 -0.49
C 0.2470 -19.7859 8.7900 -0.36
C 1.1644 -20.6241 7.9705 -0.48
O 2.2812 -19.8524 7.4852 -0.40
C 2.3427 -18.7692 8.3308 -0.51
H 0.7516 -17.9512 9.6061 0.30
H 0.5023 -17.9240 7.8227 0.25
H -0.7121 -19.6422 8.2925 0.18
H 0.1183 -20.1374 9.8137 0.34
H 0.7303 -21.1167 7.1004 0.30
H 1.5183 -21.4633 8.5694 0.26
H 2.8649 -17.9232 7.8839 0.34
H 2.9632 -19.0142 9.1928 0.27
C 1.1662 -9.1612 0.4468 -0.56
C 0.2568 -8.1083 1.0169 -0.49
C -1.1344 -8.7402 0.7663 -0.38
O -0.9075 -9.4882 -0.4430 -0.40
C 0.4543 -9.6505 -0.7803 -0.38
H 1.3017 -9.9989 1.1308 0.27
H 2.1565 -8.8100 0.1569 0.33
H 0.3292 -7.2037 0.4130 0.25
H 0.4595 -7.8692 2.0609 0.32
H -1.9847 -8.0705 0.6374 0.27
H -1.3798 -9.3934 1.6037 0.24
H 0.7462 -8.9823 -1.5906 0.27
H 0.7178 -10.6767 -1.0361 0.26
C 2.4359 -11.2304 22.7180 -0.45
C 2.0333 -10.1996 23.7848 -0.52
C 2.5080 -10.8245 25.1283 -0.39
O 3.0666 -12.1236 24.8061 -0.41
C 2.5544 -12.5316 23.5361 -0.43
H 3.4128 -11.0446 22.2715 0.25
H 1.6797 -11.3829 21.9481 0.29
H 0.9500 -10.0860 23.8246 0.25
H 2.3406 -9.1648 23.6334 0.33
H 1.7500 -10.8961 25.9082 0.27
H 3.3484 -10.2800 25.5589 0.23
H 1.5669 -12.9673 23.6884 0.27
H 3.1913 -13.3009 23.0993 0.31
C 6.6441 -1.5505 17.0076 -0.50
C 5.3432 -1.4584 17.7876 -0.44
C 4.5778 -2.7591 17.5220 -0.42
O 5.5052 -3.5369 16.6991 -0.41
C 6.3479 -2.6195 15.9389 -0.43
H 7.5089 -1.8624 17.5930 0.26
H 6.9081 -0.5755 16.5978 0.29
H 4.7376 -0.5918 17.5223 0.29
H 5.5435 -1.3181 18.8498 0.25
H 3.6715 -2.6104 16.9350 0.26
H 4.2407 -3.2202 18.4503 0.28
H 5.8423 -2.1835 15.0772 0.24
H 7.1474 -3.1461 15.4177 0.34
C 9.5627 -13.6090 20.6306 -0.41
C 10.6843 -13.2173 19.6445 -0.48
C 11.0659 -14.5403 19.0451 -0.42
O 10.3282 -15.5387 19.7494 -0.41
C 9.1645 -14.9742 20.2212 -0.44
H 8.7317 -12.9095 20.5398 0.26
H 9.9217 -13.5984 21.6598 0.26
H 11.4502 -12.7000 20.2223 0.26
H 10.3234 -12.5661 18.8485 0.28
H 12.1471 -14.6771 19.0677 0.30
H 10.7401 -14.5392 18.0050 0.27
H 8.8941 -15.5843 21.0831 0.25
H 8.3471 -15.1377 19.5190 0.29
C 11.9757 -8.2872 5.3812 -0.47
C 10.8614 -9.1280 4.8741 -0.59
C 9.6244 -8.6473 5.6719 -0.37
O 9.9386 -7.3820 6.1525 -0.39
C 11.2756 -7.0005 5.7873 -0.42
H 12.8105 -8.1310 4.6980 0.34
H 12.3264 -8.8012 6.2762 0.23
H 10.9990 -10.2041 4.9805 0.34
H 10.7014 -8.9872 3.8052 0.26
H 9.5124 -9.3223 6.5204 0.28
H 8.7514 -8.6091 5.0204 0.26
H 11.7513 -6.5114 6.6374 0.28
H 11.2922 -6.3472 4.9150 0.27
C 8.0828 -6.7343 22.0368 -0.52
C 7.8522 -7.1674 23.4334 -0.47
C 9.2249 -6.8654 24.0802 -0.43
O 9.8524 -5.8291 23.2957 -0.40
C 8.9825 -5.4913 22.1500 -0.39
H 7.1609 -6.5128 21.4992 0.33
H 8.6319 -7.4477 21.4223 0.24
H 7.6347 -8.2324 23.5135 0.29
H 7.0945 -6.5532 23.9201 0.27
H 9.7673 -7.8064 23.9887 0.28
H 9.1138 -6.5600 25.1206 0.28
H 9.6466 -5.2268 21.3271 0.28
H 8.3625 -4.6239 22.3764 0.24
C 2.4093 -2.0396 8.3944 -0.54
C 2.1033 -3.3571 7.7558 -0.54
C 3.1707 -3.4750 6.6806 -0.36
O 3.3967 -2.1262 6.3375 -0.42
C 2.7824 -1.1795 7.1610 -0.38
H 3.2063 -2.2134 9.1174 0.29
H 1.5063 -1.6631 8.8748 0.31
H 1.0730 -3.4268 7.4067 0.29
H 2.1876 -4.1381 8.5114 0.31
H 2.8865 -4.1392 5.8645 0.26
H 4.0992 -3.8793 7.0838 0.25
H 1.9507 -0.6815 6.6627 0.28
H 3.4459 -0.3930 7.5208 0.26
C 5.9908 -15.0752 13.7079 -0.47
O 4.6915 -14.6660 14.0998 -0.50
H 6.1934 -14.8107 12.6700 0.22
H 6.6232 -14.4940 14.3790 0.22
H 6.1265 -16.1382 13.9073 0.23
H 4.6919 -13.7092 14.0210 0.30
C -1.5320 -8.2038 17.5972 -0.49
O -1.3507 -7.6677 18.9236 -0.51
H -0.6024 -8.4900 17.1052 0.22
H -2.1512 -9.0993 17.6493 0.23
H -2.1039 -7.5926 16.8990 0.25
H -2.1269 -7.7337 19.4847 0.30
C 5.1047 -9.5836 14.3870 -0.70
O 4.4344 -10.0407 13.1885 -0.25
C 3.8966 -9.0047 12.3952 -0.55
C 3.2596 -9.6781 11.1716 -0.48
O 4.3015 -9.9999 10.2036 -0.30
C 3.7894 -10.4095 8.9555 -0.76
H 5.4069 -10.4961 14.9009 0.19
H 4.4436 -8.9618 14.9907 0.29
H 6.0065 -9.0669 14.0587 0.32
H 4.6906 -8.3251 12.0855 0.31
H 3.1179 -8.4173 12.8816 0.37
H 2.5042 -9.0180 10.7453 0.38
H 2.7738 -10.5972 11.4994 0.31
H 3.3242 -9.6481 8.3294 0.29
H 3.1174 -11.2478 9.1393 0.30
H 4.5017 -10.7790 8.2178 0.28
C 5.7073 -16.1265 1.3259 -0.63
O 6.3792 -14.9144 1.6779 -0.37
C 7.3395 -14.4596 0.7572 -0.63
C 6.7356 -13.4223 -0.2339 -0.38
O 5.6784 -13.9008 -1.0253 -0.36
C 6.0007 -14.7747 -2.0759 -0.66
H 5.1120 -16.5279 2.1461 0.26
H 6.3762 -16.9329 1.0254 0.30
H 4.9444 -15.8990 0.5814 0.24
H 7.7520 -15.3032 0.2036 0.36
H 8.2595 -14.0438 1.1680 0.41
H 7.5904 -13.2390 -0.8849 0.30
H 6.5507 -12.5021 0.3202 0.34
H 6.3162 -15.6228 -1.4683 0.29
H 6.7854 -14.4508 -2.7595 0.28
H 5.1077 -15.1068 -2.6055 0.24
C -2.9564 -6.1449 10.9819 -0.74
O -2.7364 -7.3428 10.2652 -0.24
C -3.8500 -7.7206 9.5234 -0.60
C -3.5527 -8.9053 8.5259 -0.52
O -3.1800 -10.1212 9.1652 -0.30
C -2.9928 -11.1239 8.1882 -0.77
H -3.7331 -6.2613 11.7377 0.30
H -3.2730 -5.3370 10.3223 0.30
H -2.0106 -5.9082 11.4693 0.23
H -4.2002 -6.9022 8.8943 0.37
H -4.7072 -7.8650 10.1809 0.39
H -2.7414 -8.5920 7.8688 0.31
H -4.4358 -9.0248 7.8983 0.36
H -2.0300 -11.0302 7.6859 0.30
H -3.7366 -11.2634 7.4037 0.32
H -3.0836 -12.0601 8.7391 0.27
C 18.0941 -13.0603 12.4787 -0.68
O 16.6811 -13.2069 12.2916 -0.32
C 15.9796 -11.9716 12.3538 -0.41
C 14.4744 -12.1809 12.2891 -0.39
O 13.8389 -10.9062 12.2319 -0.33
C 12.4271 -10.9545 12.0241 -0.70
H 18.5912 -14.0220 12.3522 0.25
H 18.3455 -12.6347 13.4502 0.28
H 18.4603 -12.4285 11.6694 0.29
H 16.2299 -11.4086 11.4547 0.30
H 16.1902 -11.4828 13.3050 0.29
H 14.1652 -12.8041 13.1282 0.29
H 14.1657 -12.5610 11.3153 0.31
H 12.0841 -9.9800 11.6766 0.25
H 11.8446 -11.1479 12.9249 0.27
H 12.1748 -11.6309 11.2074 0.31
```

***

(2)
Computed, not measured: a structure of composition C2H4ClOPS in a non-equilibrium geometry, with wB97M-V/def2-TZVPD.

Output
net charge: 0
maximum force: 7.5 eV/Å
relative energy (zero: lowest compared OMol25 entry of this formula, charge and spin): 87.69 kJ/mol
E: -36832.728 eV
Kohn-Sham gap: 10.1 eV
HOMO energy: -9.6642 eV
multiplicity: 1

```
10
Properties=species:S:1:pos:R:3:mulliken_charge:R:1
C 0.1028 0.1588 1.2436 -0.57
C 0.0709 0.2487 -1.2451 -0.63
O -2.1519 1.9999 0.1047 -0.62
P -1.2638 0.5702 0.0295 0.67
S 1.2163 -0.5643 -0.0261 -0.07
Cl -2.5185 -0.9299 -0.0691 -0.19
H 0.4138 1.1257 1.5224 0.30
H -0.0475 -0.4513 2.1423 0.40
H -0.1705 -0.5630 -1.8985 0.38
H 0.4565 1.2028 -1.5864 0.34
```

***

(3)
Computed, not measured: a structure of composition C20H34BN8O5S3Zn, with wB97M-V/def2-TZVPD.

Output
net charge: -1
maximum force: 0.4 eV/Å
relative energy (zero: lowest compared OMol25 entry of this formula, charge and spin): 102.50 kJ/mol
E: -125053.793 eV
Kohn-Sham gap: 7.8 eV
HOMO energy: -5.6485 eV
multiplicity: 1

```
72
Properties=species:S:1:pos:R:3:mulliken_charge:R:1
Zn -0.0680 0.1391 0.1335 -0.45
C -2.8742 0.7950 -2.1823 -0.75
C -3.0577 0.7952 -0.7045 0.22
N -2.2256 0.3186 0.1925 0.49
C -2.8258 0.4879 1.4288 -0.42
C -4.0355 1.0739 1.2670 -0.64
N -4.1706 1.2649 -0.0948 0.00
H -2.1468 0.0236 -2.4340 -0.08
H -2.5165 1.7701 -2.5269 0.21
H -3.8150 0.5629 -2.6833 0.45
H -2.3422 0.1631 2.3344 0.37
H -4.7939 1.3637 1.9736 0.41
H -4.9526 1.6860 -0.5591 0.17
C -0.0171 2.9564 -4.4103 -0.92
N 0.1196 1.5195 -4.1699 0.11
C -0.4412 0.5843 -5.1441 -0.91
C 0.2864 1.1076 -2.9296 -0.37
N 0.4329 0.7473 -1.8462 0.81
H 0.5094 3.2182 -5.3276 0.34
H 0.4153 3.5037 -3.5748 0.30
H -1.0689 3.2351 -4.5121 0.30
H 0.0186 0.7664 -6.1150 0.34
H -1.5234 0.7083 -5.2313 0.30
H -0.2346 -0.4358 -4.8272 0.30
C 5.1371 1.5572 -0.1503 -1.64
C 4.3786 0.2603 -0.4225 1.91
C 4.3252 0.0088 -1.9358 -1.53
C 5.0634 -0.9065 0.2864 -1.97
N 3.0467 0.4681 0.1644 -0.28
N 2.1153 -0.5923 -0.0359 -0.27
H 6.1355 1.5220 -0.5911 0.41
H 5.2299 1.7135 0.9270 0.39
H 4.5940 2.4080 -0.5738 0.34
H 5.3350 -0.0274 -2.3523 0.47
H 3.7698 0.8116 -2.4306 0.27
H 3.8421 -0.9437 -2.1717 0.31
H 6.1348 -0.9075 0.0712 0.47
H 4.6562 -1.8682 -0.0379 0.33
H 4.9214 -0.8144 1.3656 0.43
H 2.6359 1.3054 -0.2451 0.03
H 2.3051 -1.3331 0.6256 0.32
H 2.1597 -0.9780 -0.9774 0.10
O -3.4478 -5.5844 -0.0934 -0.66
S -2.9766 -5.2290 -1.4033 1.15
O -3.8343 -5.5205 -2.5206 -0.68
N -2.4923 -3.6621 -1.4535 -0.54
C -1.2012 -3.5537 -1.6257 0.30
S -0.3637 -2.0820 -1.8095 -0.29
C -0.4781 -4.8759 -1.7188 0.41
C 0.8769 -5.1169 -1.8578 -0.45
C 1.3079 -6.4362 -1.9494 -0.62
C 0.3993 -7.4921 -1.9110 -0.42
C -0.9601 -7.2483 -1.7608 -0.59
C -1.3647 -5.9332 -1.6581 -0.13
H 1.5703 -4.2868 -1.8933 0.44
H 2.3665 -6.6454 -2.0514 0.39
H 0.7577 -8.5107 -1.9948 0.36
H -1.6780 -8.0597 -1.7251 0.40
B 0.3407 -1.2900 4.5823 0.37
C 0.1691 -0.9089 3.0648 0.24
N 0.0424 -0.6180 1.9563 -0.09
H 0.1558 -2.4874 4.6793 -0.14
H -0.4854 -0.6593 5.2169 -0.16
H 1.4742 -0.9867 4.9071 -0.16
C 1.2510 4.0501 1.7093 -1.08
S 0.7405 3.3667 0.1535 1.01
O 1.9686 3.1015 -0.5872 -0.75
O -0.1504 4.3072 -0.4969 -0.67
O 0.0233 2.1303 0.5661 -0.30
H 1.6649 5.0420 1.5361 0.34
H 2.0004 3.3705 2.1172 0.29
H 0.3797 4.0891 2.3629 0.32
```

***

(4)
Computed, not measured: the molecule C16H22N2O2S in a non-equilibrium geometry, with wB97M-V/def2-TZVPD.

Output
net charge: 0
maximum force: 3.7 eV/Å
SMILES: CCCCN1C(=O)[C@H](CS)NC(=O)[C@@H]1Cc1ccccc1
relative energy (zero: lowest compared OMol25 entry of this formula, charge and spin): 316.36 kJ/mol
E: -34857.937 eV
Kohn-Sham gap: 9.4 eV
HOMO energy: -8.8683 eV
multiplicity: 1

```
43
Properties=species:S:1:pos:R:3:mulliken_charge:R:1
C -0.9358 -3.6659 -3.5008 -1.60
C -0.4463 -2.6678 -2.4329 -0.28
C -0.9869 -2.9991 -1.0919 -0.45
C -1.3678 -1.8661 -0.1325 -0.99
N -0.1161 -1.3778 0.3907 0.39
C 0.1240 -1.5882 1.7663 0.21
O -0.4080 -2.5330 2.2536 -0.62
C 1.1956 -0.8151 2.6315 -0.11
C 0.5080 -0.4677 3.9969 -0.86
S -0.8319 0.8464 3.5565 -0.20
N 1.9396 0.2145 1.8894 0.01
C 1.7292 0.2694 0.5531 -0.32
O 2.6371 0.4688 -0.1942 -0.66
C 0.4068 -0.1418 -0.1972 0.36
C -0.6900 0.9631 -0.0254 -0.56
C -0.1495 2.3176 -0.3966 0.28
C 0.2055 2.7002 -1.7298 -0.33
C 0.7090 4.0224 -2.0025 -0.38
C 0.7964 4.9824 -1.0361 -0.60
C 0.4472 4.6132 0.2355 -0.51
C -0.1045 3.3453 0.5931 -0.44
H -0.3450 -3.5535 -4.3613 0.50
H -0.8030 -4.7375 -3.2034 0.34
H -1.9308 -3.3830 -3.8489 0.37
H 0.6244 -2.7986 -2.4672 0.34
H -0.6450 -1.7077 -2.7702 0.32
H -1.9076 -3.5875 -1.3304 0.43
H -0.2458 -3.7346 -0.6572 0.16
H -2.0031 -1.1132 -0.5664 0.40
H -1.9930 -2.2791 0.6875 0.44
H 1.9168 -1.5467 2.8971 0.32
H -0.1342 -1.2933 4.2422 0.43
H 1.2059 -0.2435 4.7884 0.45
H -1.7567 0.6266 4.5245 0.14
H 2.8675 0.6420 2.1561 0.33
H 0.6691 -0.2722 -1.2168 0.38
H -1.4496 0.8302 -0.7494 0.55
H -1.1372 0.9457 1.0082 0.06
H 0.2782 1.9579 -2.5836 0.22
H 0.9733 4.1472 -3.1050 0.25
H 1.1035 5.9768 -1.0689 0.45
H 0.3887 5.4371 0.9268 0.32
H -0.3380 3.0659 1.5710 0.48
```

***

Please write out number 4 again, unchanged.
Computed, not measured: the molecule C16H22N2O2S in a non-equilibrium geometry, with wB97M-V/def2-TZVPD.

Output
net charge: 0
maximum force: 3.7 eV/Å
SMILES: CCCCN1C(=O)[C@H](CS)NC(=O)[C@@H]1Cc1ccccc1
relative energy (zero: lowest compared OMol25 entry of this formula, charge and spin): 316.36 kJ/mol
E: -34857.937 eV
Kohn-Sham gap: 9.4 eV
HOMO energy: -8.8683 eV
multiplicity: 1

```
43
Properties=species:S:1:pos:R:3:mulliken_charge:R:1
C -0.9358 -3.6659 -3.5008 -1.60
C -0.4463 -2.6678 -2.4329 -0.28
C -0.9869 -2.9991 -1.0919 -0.45
C -1.3678 -1.8661 -0.1325 -0.99
N -0.1161 -1.3778 0.3907 0.39
C 0.1240 -1.5882 1.7663 0.21
O -0.4080 -2.5330 2.2536 -0.62
C 1.1956 -0.8151 2.6315 -0.11
C 0.5080 -0.4677 3.9969 -0.86
S -0.8319 0.8464 3.5565 -0.20
N 1.9396 0.2145 1.8894 0.01
C 1.7292 0.2694 0.5531 -0.32
O 2.6371 0.4688 -0.1942 -0.66
C 0.4068 -0.1418 -0.1972 0.36
C -0.6900 0.9631 -0.0254 -0.56
C -0.1495 2.3176 -0.3966 0.28
C 0.2055 2.7002 -1.7298 -0.33
C 0.7090 4.0224 -2.0025 -0.38
C 0.7964 4.9824 -1.0361 -0.60
C 0.4472 4.6132 0.2355 -0.51
C -0.1045 3.3453 0.5931 -0.44
H -0.3450 -3.5535 -4.3613 0.50
H -0.8030 -4.7375 -3.2034 0.34
H -1.9308 -3.3830 -3.8489 0.37
H 0.6244 -2.7986 -2.4672 0.34
H -0.6450 -1.7077 -2.7702 0.32
H -1.9076 -3.5875 -1.3304 0.43
H -0.2458 -3.7346 -0.6572 0.16
H -2.0031 -1.1132 -0.5664 0.40
H -1.9930 -2.2791 0.6875 0.44
H 1.9168 -1.5467 2.8971 0.32
H -0.1342 -1.2933 4.2422 0.43
H 1.2059 -0.2435 4.7884 0.45
H -1.7567 0.6266 4.5245 0.14
H 2.8675 0.6420 2.1561 0.33
H 0.6691 -0.2722 -1.2168 0.38
H -1.4496 0.8302 -0.7494 0.55
H -1.1372 0.9457 1.0082 0.06
H 0.2782 1.9579 -2.5836 0.22
H 0.9733 4.1472 -3.1050 0.25
H 1.1035 5.9768 -1.0689 0.45
H 0.3887 5.4371 0.9268 0.32
H -0.3380 3.0659 1.5710 0.48
```

***

> What is the E in the fourth record?

-34857.937 eV

***

> Number 2 is which compound?

C2H4ClOPS

***

> Kohn-Sham gap of number 1 (C50H112O18)?

9.5 eV